No. 1
C27H58NP3Re | the ωB97M-V functional and the def2-TZVPD basis

* F_max: 0.0977 Eh/bohr
* energy above the lowest of the compared OMol25 structures with the same formula, charge and spin: 0.0 kcal/mol
* multiplicity: 4
* total charge: +2
* HOMO-LUMO gap (alpha / beta): 6.259 / 6.411 eV
* LUMO energy (alpha / beta): -5.65 / -6.26 eV

Atoms and positions in Å:
P (4.0940, 1.1236, 2.3526)
P (4.4913, -0.5922, -1.0383)
C (5.4896, 0.2988, 1.4761)
C (5.6513, 0.4496, -0.0566)
H (5.4886, -0.7598, 1.7880)
H (6.3770, 0.7578, 1.9375)
H (5.5241, 1.5004, -0.3709)
H (6.6536, 0.1029, -0.3488)
C (5.3324, -2.2227, -1.0597)
H (4.6382, -2.9736, -1.4813)
H (5.6200, -2.5117, -0.0334)
H (6.2296, -2.1414, -1.7018)
C (4.6713, 0.0242, -2.7314)
H (5.5740, -0.4294, -3.1783)
H (4.7615, 1.1225, -2.7417)
H (3.7882, -0.2782, -3.3162)
C (4.4492, 0.8068, 4.0930)
H (3.6109, 1.1656, 4.7104)
H (5.3689, 1.3512, 4.3601)
H (4.5945, -0.2737, 4.2530)
C (4.2180, 2.9013, 2.1168)
H (4.3552, 3.1804, 1.0623)
H (5.0936, 3.2522, 2.6846)
H (3.3263, 3.4065, 2.5146)
Re (-0.2113, 0.3070, 1.0730)
C (1.3130, -0.3360, -1.7651)
C (1.0193, -1.1205, -0.6072)
C (2.0581, -1.6534, 0.4091)
C (2.2767, -1.0629, 1.8378)
C (2.4554, 0.4515, 2.1047)
C (1.7065, 1.3638, 1.0400)
C (2.4220, 1.3698, -0.2890)
C (1.6343, 1.1060, -1.5878)
C (-1.0002, 1.3861, 2.5480)
H (0.8811, -0.6277, -2.7355)
H (0.2301, -1.8786, -0.7537)
H (3.0442, -1.7971, -0.0941)
H (1.7589, -2.7023, 0.6031)
H (1.4487, -1.4090, 2.4807)
H (3.1522, -1.6073, 2.2287)
H (1.9770, 0.6271, 3.0893)
H (1.6006, 2.3842, 1.4404)
H (3.1946, 0.5488, -0.1719)
H (3.0066, 2.3060, -0.3783)
H (0.7349, 1.7675, -1.5831)
H (2.2539, 1.4397, -2.4484)
H (-1.5944, 2.2284, 2.1793)
H (-0.1866, 1.7600, 3.1701)
H (-1.6446, 0.7311, 3.1472)
C (-2.6434, 1.1639, -2.8500)
C (-3.5454, 1.2296, -1.6095)
C (-3.1468, 2.5126, -0.8588)
C (-5.0238, 1.3232, -2.0469)
P (-3.2433, -0.2795, -0.5514)
N (-1.6728, 0.0229, 0.1601)
C (-4.3772, -0.3988, 0.9227)
C (-5.7696, -0.9469, 0.5279)
C (-3.7689, -1.3061, 2.0076)
C (-4.5366, 0.9910, 1.5535)
C (-3.1112, -1.8930, -1.4720)
C (-1.9734, -1.8355, -2.5082)
C (-2.7658, -2.9950, -0.4567)
C (-4.4223, -2.2591, -2.2122)
H (-2.6830, 2.1353, -3.3660)
H (-2.9745, 0.4150, -3.5801)
H (-1.5927, 0.9882, -2.5804)
H (-3.1511, 3.3424, -1.5819)
H (-3.8488, 2.7901, -0.0674)
H (-2.1378, 2.4383, -0.4386)
H (-5.3642, 0.4350, -2.5974)
H (-5.7042, 1.5047, -1.2038)
H (-5.1231, 2.1839, -2.7306)
H (-5.7617, -2.0359, 0.3751)
H (-6.4667, -0.7462, 1.3599)
H (-6.1885, -0.4616, -0.3637)
H (-2.7118, -1.0825, 2.1878)
H (-4.3072, -1.1224, 2.9488)
H (-3.8751, -2.3718, 1.7879)
H (-3.5627, 1.4261, 1.8170)
H (-5.1154, 1.6799, 0.9278)
H (-5.1034, 0.8774, 2.4904)
H (-1.0937, -1.3038, -2.1156)
H (-1.6622, -2.8647, -2.7452)
H (-2.2802, -1.3832, -3.4546)
H (-3.6371, -3.3129, 0.1278)
H (-2.4183, -3.8825, -1.0073)
H (-1.9499, -2.6860, 0.2139)
H (-5.2649, -2.4278, -1.5258)
H (-4.7078, -1.5028, -2.9598)
H (-4.2456, -3.2048, -2.7523)

No. 2
C27H58O3P2SSiSr | the ωB97M-V functional and the def2-TZVPD basis

* F_max: 0.0822 Eh/bohr
* energy above the lowest of the compared OMol25 structures with the same formula, charge and spin: 126.7 kcal/mol
* total charge: 0
* HOMO-LUMO gap (alpha / beta): 4.404 / 4.403 eV
* LUMO energy (alpha / beta): -0.30 / -0.30 eV

Atoms and positions in Å:
P (0.2412, 3.5292, 1.7416)
P (3.5048, 2.1221, 0.7694)
C (2.0355, 4.0612, 2.2855)
C (3.1807, 3.8935, 1.2711)
H (2.2437, 3.5262, 3.2300)
H (1.9403, 5.1334, 2.5322)
H (2.9942, 4.4691, 0.3505)
H (4.1271, 4.2649, 1.7017)
C (4.9738, 1.7921, 1.8393)
H (5.6189, 1.0482, 1.3550)
H (4.6660, 1.4141, 2.8246)
H (5.5499, 2.7160, 1.9850)
C (4.3329, 2.4189, -0.8427)
H (5.0423, 3.2530, -0.7836)
H (3.5937, 2.6347, -1.6253)
H (4.8806, 1.5185, -1.1443)
C (-0.6477, 4.0263, 3.2468)
H (-1.6961, 3.7135, 3.1692)
H (-0.6106, 5.1213, 3.3177)
H (-0.1991, 3.5936, 4.1523)
C (-0.0691, 4.9876, 0.6962)
H (0.4408, 4.8863, -0.2718)
H (0.2747, 5.9051, 1.1878)
H (-1.1468, 5.0671, 0.5176)
Sr (1.3339, 1.1451, 1.7939)
C (5.2273, -0.4960, -2.6718)
C (4.5395, -0.8845, -1.5886)
C (3.0987, -1.3300, -1.6155)
C (2.1666, -0.1050, -1.7721)
C (1.9595, 0.4177, -3.1552)
C (2.7662, 1.2874, -3.8042)
C (4.1150, 1.0079, -4.4038)
C (4.6719, -0.4007, -4.0633)
C (-0.9334, 2.3123, 0.9205)
H (6.2867, -0.2204, -2.5833)
H (5.0321, -0.8877, -0.6038)
H (2.8623, -1.8234, -0.6591)
H (2.9126, -2.0712, -2.4071)
H (1.1838, -0.3607, -1.3389)
H (2.6046, 0.7083, -1.1507)
H (1.0310, 0.0712, -3.6273)
H (2.3962, 2.3039, -4.0302)
H (4.8237, 1.7927, -4.0977)
H (4.0355, 1.0939, -5.5008)
H (3.8861, -1.1503, -4.2368)
H (5.4959, -0.6060, -4.7690)
H (-1.4816, 1.6465, 1.6116)
H (-0.4789, 1.6984, 0.1135)
H (-1.6833, 2.9414, 0.4216)
C (-3.5362, -0.0500, 4.1009)
C (-3.1245, -1.1894, 3.1684)
C (-2.0462, -2.0409, 3.8295)
C (-4.3490, -2.0269, 2.8224)
O (-2.6128, -0.5602, 1.9671)
Si (-1.9669, -1.3241, 0.6205)
S (0.0632, -1.3663, 0.7196)
O (-2.6738, -2.8222, 0.4543)
C (-2.2139, -4.1671, 0.1598)
C (-1.3506, -4.6793, 1.3000)
C (-3.4744, -5.0210, 0.0200)
C (-1.4060, -4.1831, -1.1303)
O (-2.6251, -0.3423, -0.5499)
C (-3.1134, -0.5549, -1.9003)
C (-1.9361, -0.7674, -2.8456)
C (-4.0788, -1.7288, -1.9587)
C (-3.8778, 0.7118, -2.2824)
H (-3.9659, -0.4628, 5.0222)
H (-4.2911, 0.5863, 3.6244)
H (-2.6767, 0.5724, 4.3762)
H (-2.4278, -2.4422, 4.7788)
H (-1.7611, -2.8915, 3.1991)
H (-1.1533, -1.4405, 4.0407)
H (-5.0873, -1.4193, 2.2866)
H (-4.0869, -2.8849, 2.1932)
H (-4.8070, -2.3991, 3.7500)
H (-1.9365, -4.7567, 2.2238)
H (-0.9982, -5.6890, 1.0439)
H (-0.4777, -4.0304, 1.4478)
H (-4.1227, -4.6545, -0.7857)
H (-3.1910, -6.0549, -0.2143)
H (-4.0483, -5.0291, 0.9553)
H (-2.0262, -3.9212, -1.9957)
H (-0.5421, -3.5098, -1.0585)
H (-1.0376, -5.2080, -1.2895)
H (-1.3927, -1.6900, -2.6081)
H (-2.3078, -0.8436, -3.8780)
H (-1.2390, 0.0785, -2.7908)
H (-4.9485, -1.5391, -1.3179)
H (-4.4369, -1.8567, -2.9915)
H (-3.6089, -2.6657, -1.6425)
H (-4.7464, 0.8461, -1.6268)
H (-3.2419, 1.6007, -2.2109)
H (-4.2416, 0.6303, -3.3148)

No. 3
C27H59BN10OOsP3S2 | the ωB97M-V functional and the def2-TZVPD basis

* F_max: 0.0387 Eh/bohr
* energy above the lowest of the compared OMol25 structures with the same formula, charge and spin: 6.5 kcal/mol
* multiplicity: 5
* total charge: +3
* HOMO-LUMO gap (alpha / beta): 6.217 / 5.160 eV
* LUMO energy (alpha / beta): -8.48 / -10.25 eV

Atoms and positions in Å:
Os (-1.1233, -0.3537, -0.2412)
C (-0.0646, 2.9961, -4.0780)
N (0.6728, 1.8564, -4.5479)
C (0.9942, 1.5788, -5.8397)
C (1.8097, 0.4856, -5.8244)
N (1.9940, 0.0882, -4.5360)
B (3.1089, -0.9343, -4.1854)
N (2.8254, -2.0331, -3.1184)
C (3.8177, -2.9292, -2.8522)
C (3.3678, -3.8309, -1.9401)
N (2.0834, -3.4876, -1.6373)
C (1.2194, -4.2470, -0.7756)
C (1.7783, -2.3850, -2.3654)
S (0.2583, -1.6075, -2.3732)
C (1.2955, 0.9412, -3.7687)
S (1.1613, 0.8960, -2.0773)
H (-0.8180, 3.2779, -4.8105)
H (0.6192, 3.8351, -3.9352)
H (-0.5404, 2.7616, -3.1251)
H (0.6225, 2.1540, -6.6621)
H (2.2893, -0.0074, -6.6432)
H (3.3719, -1.5101, -5.1823)
H (4.0299, -0.3053, -3.7765)
H (4.7668, -2.8829, -3.3404)
H (3.8563, -4.6692, -1.4870)
H (1.8067, -4.6215, 0.0626)
H (0.8105, -5.1022, -1.3178)
H (0.4046, -3.6179, -0.4138)
C (-3.4704, -0.5251, 2.4053)
P (-3.1305, 0.2987, 0.8037)
C (-3.5472, 2.0434, 1.0900)
C (-4.5582, -0.2300, -0.2488)
C (-4.3083, -1.6161, -0.8193)
P (-2.6057, -1.6867, -1.5372)
C (-2.4143, -3.4806, -1.7935)
C (-2.8449, -1.0246, -3.2247)
H (-4.3070, -0.0206, 2.8892)
H (-2.5963, -0.4820, 3.0527)
H (-3.7410, -1.5671, 2.2399)
H (-4.4976, 2.0886, 1.6219)
H (-3.6575, 2.5436, 0.1301)
H (-2.7717, 2.5487, 1.6599)
H (-4.6489, 0.4888, -1.0685)
H (-5.4825, -0.1891, 0.3350)
H (-5.0365, -1.8512, -1.6000)
H (-4.3953, -2.3844, -0.0468)
H (-3.3337, -3.8519, -2.2436)
H (-2.2520, -3.9823, -0.8420)
H (-1.5849, -3.6832, -2.4643)
H (-3.5944, -1.6188, -3.7466)
H (-1.9089, -1.0781, -3.7771)
H (-3.1774, 0.0116, -3.1814)
C (0.0678, -5.0062, 3.0465)
C (-1.1800, -4.1459, 2.8920)
N (-0.8725, -3.0569, 1.9830)
C (0.3282, -2.4322, 1.9337)
N (0.3967, -1.3562, 1.1617)
C (1.6765, -0.6705, 1.0798)
C (2.4596, -0.7930, 2.3837)
C (2.6536, -2.2712, 2.6698)
N (1.3717, -2.9575, 2.5948)
C (1.2402, -4.1252, 3.4564)
H (0.2846, -5.5133, 2.1050)
H (-0.0953, -5.7668, 3.8074)
H (-1.4994, -3.7642, 3.8696)
H (-1.9961, -4.7339, 2.4673)
H (-1.6356, -2.5520, 1.5433)
H (1.4787, 0.3818, 0.8732)
H (2.2671, -1.0875, 0.2510)
H (1.8907, -0.3295, 3.1930)
H (3.4257, -0.2952, 2.3066)
H (3.0661, -2.4116, 3.6720)
H (3.3537, -2.7069, 1.9457)
H (1.1243, -3.7811, 4.4922)
H (2.1772, -4.6864, 3.3877)
C (2.4044, 3.3321, 2.7039)
N (1.8289, 2.7567, 1.5009)
C (2.7877, 2.5971, 0.4219)
P (0.2085, 2.9767, 1.1106)
O (-0.3467, 1.7692, 0.4171)
N (0.1009, 4.3143, 0.1280)
C (-1.1207, 4.6164, -0.5876)
C (0.9812, 5.4583, 0.2673)
N (-0.6875, 3.2020, 2.5109)
C (-0.7666, 2.0851, 3.4390)
C (-0.8780, 4.4993, 3.1408)
H (2.8178, 4.3299, 2.5345)
H (3.2200, 2.6966, 3.0507)
H (1.6556, 3.3948, 3.4866)
H (3.2458, 3.5413, 0.1157)
H (2.2867, 2.1670, -0.4420)
H (3.5886, 1.9276, 0.7435)
H (-1.7313, 3.7210, -0.6462)
H (-0.8824, 4.9618, -1.5955)
H (-1.6841, 5.4101, -0.0895)
H (1.9205, 5.1728, 0.7272)
H (0.5335, 6.2545, 0.8650)
H (1.1917, 5.8723, -0.7189)
H (-0.4369, 1.1827, 2.9232)
H (-1.7969, 1.9575, 3.7800)
H (-0.1509, 2.2508, 4.3285)
H (-0.8018, 5.2918, 2.4014)
H (-0.1507, 4.6908, 3.9366)
H (-1.8737, 4.5329, 3.5893)

No. 4
C27H59Br2ClN3O | the ωB97M-V functional and the def2-TZVPD basis

* F_max: 0.0575 Eh/bohr
* total charge: +1
* HOMO-LUMO gap: 5.960 eV
* LUMO energy: -3.07 eV

Atoms and positions in Å:
C (-6.2562, 7.1647, -2.3023)
C (-6.9032, 5.6367, -2.3280)
C (-6.0440, 4.6534, -3.3736)
O (-6.0982, 3.3084, -2.7872)
C (-5.8249, 2.2485, -3.7769)
C (-7.1822, 2.0479, -4.6642)
C (-5.6839, 0.8479, -2.8696)
C (-4.2207, 1.0050, -2.0871)
C (-4.0885, 0.0779, -0.7424)
Br (-2.1615, -0.4285, -0.3027)
C (-5.0690, -1.2352, -0.6997)
C (-4.9561, -1.8324, 0.8587)
Br (-4.3712, -2.6994, -1.8865)
C (-3.0815, 0.6968, -3.2454)
N (-3.6008, 1.0904, -4.6446)
C (-4.4276, 2.3936, -4.5989)
C (-4.5048, 2.9953, -6.1070)
C (-4.1828, 4.6308, -6.2141)
C (-2.8753, 4.9361, -7.2118)
Cl (-5.6290, 5.4970, -7.0699)
H (-6.8676, 7.8338, -1.5268)
H (-5.1479, 7.1455, -1.9026)
H (-6.3170, 7.5786, -3.3985)
H (-6.7501, 5.1550, -1.2471)
H (-8.0375, 5.6091, -2.6133)
H (-6.4592, 4.7341, -4.4642)
H (-4.9185, 5.0222, -3.2615)
H (-7.1101, 0.9732, -5.1790)
H (-8.1435, 2.0023, -3.9819)
H (-7.3166, 2.8208, -5.5444)
H (-5.7068, -0.1211, -3.5667)
H (-6.5097, 0.8337, -2.0404)
H (-4.0201, 2.1287, -1.7378)
H (-4.4206, 0.7691, 0.1719)
H (-6.2074, -1.0150, -0.8615)
H (-5.9879, -2.3373, 1.1676)
H (-4.7560, -0.8839, 1.5552)
H (-4.0584, -2.5834, 0.8810)
H (-2.9138, -0.4751, -3.2633)
H (-2.0294, 1.1736, -3.0047)
H (-4.1226, 0.3027, -5.1136)
H (-2.7120, 1.2092, -5.2189)
H (-3.7429, 3.1418, -3.9686)
H (-3.6168, 2.4902, -6.7265)
H (-5.4748, 2.7726, -6.7164)
H (-3.9043, 5.1147, -5.1866)
H (-3.2703, 5.4017, -8.2270)
H (-2.1796, 4.0061, -7.3523)
H (-2.2264, 5.7807, -6.7025)
C (0.6023, -2.9421, 0.4155)
C (1.9854, -3.2709, 0.9686)
N (2.9741, -2.2102, 0.7559)
C (4.3531, -2.6394, 1.0133)
C (4.7102, -3.0453, 2.4393)
C (2.6254, -0.8861, 1.2772)
C (2.3233, -0.7673, 2.7670)
H (0.6525, -2.6702, -0.6440)
H (-0.0512, -3.8164, 0.5054)
H (0.1273, -2.1236, 0.9637)
H (2.3247, -4.1779, 0.4522)
H (1.8919, -3.5298, 2.0285)
H (5.0437, -1.8553, 0.6844)
H (4.5670, -3.4924, 0.3568)
H (4.7977, -2.1785, 3.0969)
H (5.6849, -3.5464, 2.4434)
H (3.9863, -3.7419, 2.8707)
H (1.7525, -0.5191, 0.7239)
H (3.4201, -0.1732, 1.0222)
H (1.6582, -1.5571, 3.1265)
H (1.8250, 0.1889, 2.9638)
H (3.2341, -0.7778, 3.3672)
C (10.4650, -3.9360, 6.8977)
C (9.2254, -3.0488, 6.9553)
N (8.7378, -2.6289, 5.6386)
C (7.7452, -1.5506, 5.7018)
C (6.4167, -1.8551, 6.3858)
C (8.4334, -3.7019, 4.6885)
C (7.4071, -4.7492, 5.1065)
H (11.2676, -3.4605, 6.3243)
H (10.8399, -4.1164, 7.9108)
H (10.2487, -4.9113, 6.4527)
H (9.5025, -2.1557, 7.5298)
H (8.4472, -3.5623, 7.5296)
H (7.5465, -1.1816, 4.6897)
H (8.2053, -0.7012, 6.2227)
H (5.7765, -2.4840, 5.7646)
H (5.8716, -0.9200, 6.5582)
H (6.5466, -2.3379, 7.3581)
H (9.3687, -4.2213, 4.4471)
H (8.1187, -3.2639, 3.7326)
H (7.5664, -5.1126, 6.1252)
H (7.4773, -5.6163, 4.4397)
H (6.3869, -4.3713, 5.0262)

No. 5
C27H59N3O7S | the ωB97M-V functional and the def2-TZVPD basis

* F_max: 0.0103 Eh/bohr
* energy above the lowest of the compared OMol25 structures with the same formula, charge and spin: 0.0 kcal/mol
* total charge: 0
* HOMO-LUMO gap: 8.444 eV
* LUMO energy: 0.05 eV
* SMILES: NCCc1ccc(CCCS)c2nccnc12.CCO.CCO.CCO.CCO.CCO.CCO.CCO

Atoms and positions in Å:
N (-5.7920, -0.9486, -1.0179)
C (-4.5414, -1.5519, -1.4768)
C (-4.5217, -3.1028, -1.5629)
C (-3.3518, -3.6880, -0.8217)
C (-2.3568, -4.3585, -1.4581)
C (-1.2220, -4.8321, -0.7715)
C (-1.0652, -4.6576, 0.5719)
C (0.1793, -5.1297, 1.2796)
C (1.4797, -4.6524, 0.6094)
C (1.4733, -3.1644, 0.3069)
S (2.9328, -2.5868, -0.5928)
C (-2.1042, -4.0028, 1.2775)
N (-1.9858, -3.8217, 2.6262)
C (-2.9702, -3.2139, 3.2261)
C (-4.1119, -2.7329, 2.5289)
N (-4.2467, -2.8675, 1.2389)
C (-3.2415, -3.5170, 0.5795)
H (-6.5590, -1.2705, -1.5962)
H (-5.9615, -1.2747, -0.0729)
H (-3.7550, -1.2350, -0.7941)
H (-4.2844, -1.1312, -2.4491)
H (-4.4043, -3.3774, -2.6134)
H (-5.4556, -3.5059, -1.1711)
H (-2.4221, -4.5078, -2.5296)
H (-0.4418, -5.3380, -1.3310)
H (0.1607, -4.7880, 2.3118)
H (0.1626, -6.2230, 1.2890)
H (2.3011, -4.8471, 1.3053)
H (1.6909, -5.2381, -0.2875)
H (0.6525, -2.8711, -0.3476)
H (1.3745, -2.5904, 1.2303)
H (3.9366, -3.0660, 0.1568)
H (-2.9080, -3.0625, 4.2977)
H (-4.8960, -2.2269, 3.0838)
C (-3.8259, -5.5893, 6.8116)
C (-4.6973, -4.3477, 6.8289)
O (-5.0261, -3.9045, 5.5136)
H (-2.9074, -5.4025, 6.2540)
H (-3.5639, -5.8970, 7.8245)
H (-4.3457, -6.4192, 6.3272)
H (-4.1730, -3.5167, 7.2986)
H (-5.6140, -4.5321, 7.3983)
H (-5.5048, -4.6135, 5.0726)
C (-0.9695, 2.1019, -1.7765)
C (-1.9486, 1.0652, -2.2927)
O (-1.6113, -0.2542, -1.8691)
H (0.0408, 1.8633, -2.1134)
H (-1.2290, 3.1008, -2.1244)
H (-0.9620, 2.1211, -0.6866)
H (-1.9425, 1.0363, -3.3820)
H (-2.9674, 1.3052, -1.9657)
H (-1.6199, -0.2603, -0.9068)
C (8.0661, -3.6127, 2.2756)
C (6.6048, -3.9826, 2.1121)
O (6.0165, -3.3522, 0.9754)
H (8.1755, -2.5319, 2.3646)
H (8.4901, -4.0833, 3.1634)
H (8.6462, -3.9364, 1.4084)
H (6.0248, -3.6455, 2.9697)
H (6.4914, -5.0689, 2.0327)
H (6.5015, -3.6376, 0.1942)
C (4.1689, 1.4486, -1.5161)
C (5.6202, 1.0470, -1.6778)
O (6.1435, 0.4118, -0.5114)
H (4.0528, 2.1180, -0.6613)
H (3.7937, 1.9523, -2.4068)
H (3.5556, 0.5652, -1.3263)
H (6.2514, 1.9192, -1.8477)
H (5.7299, 0.3786, -2.5397)
H (5.6055, -0.3672, -0.3321)
C (0.9000, 6.5754, -0.3720)
C (-0.4886, 6.0227, -0.1117)
O (-0.4807, 4.6126, 0.0864)
H (1.3390, 6.0923, -1.2454)
H (0.8685, 7.6520, -0.5451)
H (1.5575, 6.3852, 0.4793)
H (-1.1330, 6.2000, -0.9720)
H (-0.9391, 6.5142, 0.7580)
H (0.0731, 4.4241, 0.8505)
C (-3.8052, 7.4421, -2.0311)
C (-3.3045, 8.4415, -1.0054)
O (-3.1090, 9.7367, -1.5661)
H (-3.1055, 7.3743, -2.8650)
H (-3.9230, 6.4508, -1.5907)
H (-4.7721, 7.7530, -2.4332)
H (-2.3340, 8.1372, -0.6195)
H (-3.9975, 8.5045, -0.1596)
H (-3.9547, 10.0449, -1.9050)
C (5.1968, 5.3197, -4.2046)
C (4.0511, 4.4807, -4.7391)
O (3.3217, 3.8395, -3.6969)
H (5.8765, 4.7025, -3.6164)
H (5.7580, 5.7805, -5.0185)
H (4.8231, 6.1154, -3.5556)
H (4.4267, 3.6793, -5.3736)
H (3.3763, 5.0998, -5.3399)
H (2.9626, 4.5225, -3.1220)